Density functional theory data (ωB97M-V/def2-TZVPD) for a molecular structure, C16H19F3NP2STc.

```
43
Properties=species:S:1:pos:R:3
Tc -0.70536 -0.13900 -0.40924
F -2.91057 -5.93696 -1.05082
C -2.09335 -5.13500 -0.32935
F -2.04732 -5.56560 0.91680
F -0.87165 -5.22269 -0.84106
C -2.68441 -3.71640 -0.38380
C -4.07431 -3.61324 -0.35508
C -4.69230 -2.46053 -0.49428
C -3.91728 -1.23937 -0.45520
N -2.57285 -1.34082 -0.34988
C -1.98480 -2.50463 -0.31539
S -0.24307 -2.36168 -0.10532
H -4.65525 -4.50166 -0.27348
H -5.76105 -2.43057 -0.61778
H -4.29305 -0.25364 -0.54800
C 1.86528 0.01389 -2.59181
P 1.68124 0.18322 -0.81471
C 2.92919 -0.97366 -0.28210
C 2.19483 1.88645 -0.52305
C 3.39451 2.55014 -0.95970
C 3.68401 3.82380 -0.45971
C 2.96526 4.39260 0.55200
C 1.83865 3.72208 1.05456
C 1.43237 2.54267 0.47305
P -0.08932 1.53120 1.11378
C -1.60043 2.58165 1.20331
C 0.12615 0.94984 2.87576
H 2.81327 0.40893 -3.04594
H 0.98489 0.43863 -3.05274
H 1.92825 -1.00403 -2.97871
H 3.89699 -0.84351 -0.81256
H 2.51491 -1.99051 -0.37044
H 3.09992 -0.75337 0.72876
H 4.08652 2.09724 -1.64067
H 4.57606 4.29666 -0.87115
H 3.12051 5.46646 0.98087
H 1.27343 4.12022 1.83464
H -2.12388 2.65148 0.21987
H -1.26088 3.56051 1.44381
H -2.21612 2.11250 1.97836
H 0.15470 1.91611 3.40806
H 0.98714 0.29765 2.94505
H -0.75085 0.44293 3.20329
```

Computed properties:
Frontier orbital gap (spin up / spin down) = 6.0 / 5.8 eV
<S²> = 3.8050
ΔE to the lowest compared entry with this formula, charge and spin = 26.49 kcal/mol
Net charge = +3
2S+1 = 4

Results of the Mulliken charge analysis, in e, for atoms 1 through 2: 0.07, -0.23